No. 1
C33H38BrN5O3Pb as an isolated structure. Source: OMol25; level of theory: ωB97M-V with the def2-TZVPD basis set.

Geometry as XYZ:
```
81
Properties=species:S:1:pos:R:3
Pb -0.658 -0.590 -1.056
C 3.997 -3.726 0.545
C 3.439 -3.417 -0.850
C 1.910 -3.488 -0.889
C 4.061 -2.186 -1.486
C 5.218 -2.336 -2.208
C 5.764 -1.271 -2.933
C 5.119 -0.031 -3.003
C 3.951 0.201 -2.321
C 3.263 1.539 -2.479
C 2.979 2.299 -1.181
C 2.015 1.397 -3.352
C 3.478 -0.864 -1.457
N 2.470 -0.602 -0.597
C 2.551 -0.803 0.678
C 1.477 -0.805 1.608
C 1.747 -0.885 3.022
C 0.546 -0.956 3.628
C -0.463 -0.938 2.560
N 0.120 -0.824 1.362
C -1.938 -1.052 2.780
C -2.268 -1.196 4.268
C -2.586 0.241 2.244
C -2.461 -2.289 2.031
H 3.684 -4.726 0.844
H 3.621 -3.033 1.300
H 5.086 -3.695 0.564
H 3.789 -4.223 -1.500
H 1.436 -3.010 -0.027
H 1.610 -4.535 -0.866
H 1.499 -3.057 -1.804
H 5.700 -3.305 -2.245
H 6.680 -1.426 -3.491
H 5.546 0.754 -3.612
H 3.975 2.144 -3.043
H 2.178 1.844 -0.598
H 2.664 3.312 -1.434
H 3.869 2.377 -0.555
H 1.275 0.748 -2.881
H 2.250 0.978 -4.330
H 1.557 2.376 -3.503
H 3.534 -0.938 1.128
H 2.729 -0.882 3.468
H 0.328 -1.028 4.680
H -1.966 -0.320 4.845
H -1.812 -2.086 4.705
H -3.347 -1.298 4.376
H -2.225 1.116 2.787
H -3.664 0.177 2.398
H -2.413 0.393 1.180
H -1.995 -3.201 2.408
H -2.316 -2.221 0.955
H -3.535 -2.367 2.208
Br -6.903 -4.158 0.491
C -6.541 -2.344 0.128
C -7.551 -1.396 0.255
N -7.361 -0.102 0.024
C -6.148 0.287 -0.343
C -5.075 -0.586 -0.495
C -5.278 -1.943 -0.260
C -3.749 -0.036 -0.875
O -3.544 1.139 -1.107
O -2.765 -0.933 -0.909
H -8.548 -1.701 0.553
H -6.004 1.346 -0.526
H -4.476 -2.656 -0.385
N -0.696 6.726 0.566
C -0.473 6.056 -0.584
O -0.167 6.570 -1.636
C -0.580 4.548 -0.520
C -1.071 3.897 -1.645
C -1.133 2.521 -1.643
N -0.684 1.784 -0.617
C -0.203 2.407 0.461
C -0.153 3.786 0.559
H -0.666 7.733 0.530
H -1.127 6.294 1.363
H -1.403 4.469 -2.501
H -1.567 1.985 -2.478
H 0.148 1.782 1.271
H 0.252 4.241 1.453
```

For the orbital gap (spin up / spin down), the calculation gives 3.68 / 4.05 eV. The net charge is +2. The calculation puts the energy above the lowest of the compared OMol25 structures with the same formula, charge and spin at 60.6 kJ/mol. As for the largest force on an atom: 0.0092 Eh/bohr. The molar mass is 839.8 g/mol.

Atomic partial charges in e from the Löwdin method, atoms 1 to 6: 1.4857, -0.0276, -0.3458, -0.0614, -0.0816, 0.0227

No. 2
C33H38CaN5PTe as an isolated structure at a distorted geometry. Source: OMol25; level of theory: ωB97M-V with the def2-TZVPD basis set.

Geometry as XYZ:
```
79
Properties=species:S:1:pos:R:3
Ca 0.432 -0.388 -0.242
C 4.865 -0.382 -1.043
C 3.422 -0.014 -0.848
N 2.443 -0.675 -1.341
C 2.571 -1.929 -2.096
C 1.283 -2.163 -2.919
N 0.045 -1.859 -2.153
C -0.864 -2.963 -1.770
C -2.095 -2.396 -1.037
N -1.642 -1.466 0.003
C -2.653 -0.801 0.858
C -2.063 0.446 1.594
N -0.583 0.479 1.583
C 0.043 1.721 2.001
C -0.575 2.476 3.134
C 1.284 1.983 1.470
C 2.170 3.082 1.823
C 3.425 3.135 1.321
C 3.937 2.115 0.434
C 3.059 1.147 0.071
N 1.785 1.093 0.517
H 4.986 -1.466 -1.050
H 5.482 0.032 -0.252
H 5.228 -0.002 -2.003
H 2.698 -2.750 -1.383
H 3.428 -1.952 -2.774
H 1.272 -3.188 -3.298
H 1.307 -1.504 -3.784
H -0.501 -1.185 -2.685
H -0.325 -3.631 -1.096
H -1.180 -3.557 -2.629
H -2.693 -3.225 -0.650
H -2.734 -1.855 -1.740
H -1.064 -2.002 0.665
H -3.053 -1.503 1.585
H -3.479 -0.479 0.221
H -2.482 0.476 2.600
H -2.408 1.338 1.085
H -1.543 2.927 2.882
H 0.072 3.278 3.488
H -0.750 1.799 3.981
H 1.825 3.861 2.491
H 4.072 3.958 1.606
H 4.952 2.146 0.065
Te 0.240 -1.225 2.710
C -5.585 2.965 -0.750
C -4.462 3.544 -0.172
C -3.193 3.176 -0.594
C -3.020 2.225 -1.602
C -4.153 1.661 -2.185
C -5.427 2.026 -1.758
P -1.286 1.754 -2.017
C -0.493 3.407 -2.078
C -1.166 4.534 -2.560
C -0.527 5.762 -2.621
C 0.797 5.881 -2.201
C 1.473 4.773 -1.720
C 0.829 3.537 -1.659
C -1.365 1.288 -3.806
C -0.782 2.047 -4.819
C -0.796 1.607 -6.141
C -1.388 0.399 -6.477
C -1.961 -0.379 -5.479
C -1.938 0.060 -4.160
H -6.576 3.253 -0.422
H -4.571 4.284 0.612
H -2.324 3.639 -0.136
H -4.061 0.945 -2.990
H -6.296 1.579 -2.226
H -2.200 4.450 -2.882
H -1.060 6.630 -2.994
H 1.293 6.845 -2.243
H 2.497 4.856 -1.374
H 1.358 2.680 -1.266
H -0.304 2.990 -4.582
H -0.336 2.218 -6.911
H -1.398 0.063 -7.508
H -2.423 -1.328 -5.724
H -2.392 -0.566 -3.395
```

For the orbital gap, the calculation gives 5.64 eV. The calculation puts the energy above the lowest of the compared OMol25 structures with the same formula, charge and spin at 0.0 kJ/mol. As for the largest force on an atom: 0.0278 Eh/bohr. The molar mass is 703.4 g/mol.

Atomic partial charges in e from the Löwdin method, atoms 1 to 6: 1.0275, -0.0159, -0.2480, -0.0486, -0.1925, -0.1777

No. 3
C33H38KN6O6S as an isolated structure at a distorted geometry. Source: OMol25; level of theory: ωB97M-V with the def2-TZVPD basis set.

Geometry as XYZ:
```
85
Properties=species:S:1:pos:R:3
K -1.357 0.385 -0.523
C 1.710 -0.096 -3.258
C 2.756 -0.460 -2.249
C 3.910 -1.145 -2.637
C 4.834 -1.502 -1.676
C 4.617 -1.124 -0.363
C 3.469 -0.391 -0.059
N 2.549 -0.101 -0.978
C 3.283 0.169 1.323
C 4.407 0.433 2.104
C 4.245 1.045 3.331
C 2.974 1.371 3.751
C 1.893 1.038 2.937
N 2.049 0.454 1.749
C 0.512 1.370 3.411
C 0.264 1.446 4.781
C -0.992 1.837 5.210
C -1.964 2.115 4.269
C -1.662 1.960 2.916
C -2.706 2.166 1.864
N -0.443 1.597 2.509
H 2.045 -0.314 -4.273
H 1.448 0.960 -3.160
H 0.801 -0.667 -3.052
H 4.066 -1.394 -3.679
H 5.721 -2.064 -1.944
H 5.315 -1.418 0.407
H 5.400 0.212 1.741
H 5.106 1.289 3.942
H 2.822 1.906 4.677
H 1.035 1.191 5.496
H -1.207 1.916 6.268
H -2.956 2.427 4.570
H -3.628 2.561 2.290
H -2.930 1.198 1.404
H -2.352 2.836 1.074
N -0.644 -1.694 1.510
C -1.793 -1.913 2.396
C -2.952 -2.577 1.665
C -3.457 -1.830 0.412
O -4.113 -2.512 -0.403
O -3.186 -0.598 0.336
H -0.332 -2.571 1.107
H 0.138 -1.278 2.002
H -2.116 -0.936 2.768
H -1.538 -2.527 3.271
H -3.809 -2.648 2.343
H -2.692 -3.594 1.363
C -2.425 -5.786 -3.480
N -1.223 -4.951 -3.491
C -0.087 -5.660 -2.915
C -1.474 -3.645 -3.001
S -0.926 -3.089 -1.536
N -2.221 -2.892 -3.824
C -2.478 -3.239 -5.211
C -2.745 -1.601 -3.383
H -2.698 -6.069 -2.455
H -2.238 -6.692 -4.059
H -3.266 -5.253 -3.919
H 0.097 -6.550 -3.522
H -0.263 -5.960 -1.876
H 0.792 -5.020 -2.931
H -1.872 -4.088 -5.506
H -2.231 -2.385 -5.843
H -3.534 -3.482 -5.370
H -3.135 -1.670 -2.365
H -3.562 -1.321 -4.049
H -1.973 -0.827 -3.423
O -1.991 3.398 -2.043
C -0.888 3.047 -1.580
O -0.304 1.940 -1.749
C -0.190 4.058 -0.662
C -0.588 5.389 -0.683
C -0.074 6.326 0.219
C 0.829 5.857 1.141
O 1.447 6.552 2.162
C 2.185 5.580 2.894
O 2.149 4.357 2.180
C 1.241 4.543 1.150
C 0.770 3.617 0.255
H -1.333 5.679 -1.413
H -0.384 7.365 0.211
H 1.736 5.447 3.885
H 3.219 5.913 3.003
H 1.102 2.585 0.240
```

For the orbital gap, the calculation gives 7.40 eV. The net charge is -1. The calculation puts the energy above the lowest of the compared OMol25 structures with the same formula, charge and spin at 101.5 kJ/mol. As for the largest force on an atom: 0.0384 Eh/bohr. The molar mass is 685.9 g/mol.

Atomic partial charges in e from the Löwdin method, atoms 1 to 6: 0.7638, -0.0231, -0.2991, -0.0362, -0.0751, -0.0415